This record from the Open Molecules 2025 dataset describes C28H35N5P2STi as an isolated structure in a non-equilibrium geometry. The level of theory is ωB97M-V/def2-TZVPD.

Each line ends with the Mulliken spin population.
Geometry (Å):
Ti1 -0.24 1.80 0.36  1.285
C1 -1.86 1.60 -3.18  0.025
C2 -1.87 0.28 -2.97  0.001
C3 -0.93 -0.69 -3.62  -0.004
C4 0.52 -0.17 -3.74  -0.006
C5 1.06 0.57 -2.54  0.017
C6 0.65 1.79 -2.11  0.108
C7 0.30 2.81 -3.19  0.013
C8 -0.90 2.36 -4.02  -0.015
C9 0.56 2.11 2.71  -0.052
H1 -2.71 2.18 -2.82  -0.007
H2 -2.72 -0.21 -2.50  0.009
H3 -1.28 -0.90 -4.66  0.001
H4 -0.96 -1.65 -3.09  0.001
H5 1.15 -1.05 -3.90  0.001
H6 0.66 0.36 -4.69  0.002
H7 1.91 0.07 -2.07  0.008
H8 1.05 2.28 -1.19  -0.098
H9 1.16 3.02 -3.87  0.000
H10 0.09 3.77 -2.68  0.005
H11 -1.39 3.25 -4.40  -0.001
H12 -0.57 1.79 -4.90  0.001
H13 -0.15 2.46 3.51  -0.002
H14 1.15 2.99 2.35  0.003
H15 1.32 1.54 3.31  0.003
P1 1.43 -0.37 0.69  0.397
P2 -1.41 -1.30 1.55  0.143
N1 2.91 0.51 0.04  0.089
N2 2.59 -1.58 1.55  0.016
N3 -1.86 0.29 0.92  -0.031
N4 -2.86 -2.04 1.89  0.016
C10 0.65 -1.59 -0.42  -0.113
C11 -0.73 -2.08 0.10  0.131
C12 2.84 1.90 0.21  0.025
C13 3.99 2.49 -0.29  0.012
C14 4.81 1.44 -0.83  0.006
C15 4.12 0.24 -0.61  0.005
C16 3.41 -1.15 2.60  0.017
C17 4.16 -2.23 3.04  0.003
C18 3.85 -3.34 2.20  0.002
C19 2.90 -2.91 1.28  0.005
C20 -1.71 1.45 1.73  -0.208
C21 -2.17 2.54 0.90  0.062
C22 -2.78 1.94 -0.23  0.060
C23 -2.70 0.55 -0.13  -0.234
C24 -3.96 -2.19 1.02  0.004
C25 -4.97 -2.82 1.73  0.000
C26 -4.49 -3.07 3.05  0.001
C27 -3.19 -2.61 3.14  0.003
H16 1.35 -2.42 -0.63  -0.019
H17 0.53 -1.08 -1.39  0.006
H18 -1.46 -1.94 -0.72  -0.007
H19 -0.64 -3.17 0.29  0.043
H20 1.97 2.38 0.69  -0.023
H21 4.19 3.55 -0.34  0.000
H22 5.78 1.57 -1.32  0.001
H23 4.40 -0.77 -0.87  0.001
H24 3.38 -0.14 2.94  -0.002
H25 4.84 -2.23 3.87  0.001
H26 4.22 -4.34 2.27  0.000
H27 2.45 -3.42 0.46  0.001
H28 -2.01 1.40 2.75  0.028
H29 -2.34 3.53 1.28  0.005
H30 -3.25 2.50 -1.02  0.016
H31 -3.17 -0.23 -0.72  0.018
H32 -3.95 -1.86 -0.01  -0.001
H33 -5.94 -3.08 1.34  0.000
H34 -5.04 -3.57 3.82  0.000
H35 -2.47 -2.61 3.95  -0.001
S1 -0.21 -0.56 2.95  0.060
C28 -1.33 -0.09 4.16  0.154
N5 -2.08 0.17 5.02  0.011

## Properties
- <S²>: 2.284
- Spin multiplicity: 3
- LUMO level (alpha / beta): -0.1 / -0.1 eV
- DFT total energy: -89569.1753 eV
- E_HOMO (alpha / beta): -5.1 / -5.4 eV